No. 1
C42H96F9N7O6PS | wB97M-V/def2-TZVPD

Results
- energy above the lowest of the compared OMol25 structures with the same formula, charge and spin (kcal/mol) = 42.64
- orbital gap (hartree) = 0.19317

ORCA input file:
```
! RIJCOSX wB97M-V def2-TZVPD def2/J DEFGRID3
* xyz 5 1
C -3.33 -7.01 -4.24
C -2.72 -5.69 -4.53
O -1.56 -5.50 -4.72
N -3.64 -4.51 -4.29
H -3.43 -3.76 -4.94
H -4.58 -4.82 -4.57
C -3.55 -4.01 -2.85
H -4.39 -7.11 -4.44
H -3.17 -7.34 -3.20
H -2.86 -7.77 -4.87
H -2.51 -4.00 -2.53
H -4.21 -4.56 -2.17
H -3.93 -2.99 -2.97
C 1.36 1.67 -3.45
C 1.85 0.84 -4.61
O 2.86 1.07 -5.18
N 0.90 -0.27 -5.05
H 0.00 0.06 -5.40
H 1.22 -0.70 -5.93
C 0.75 -1.33 -3.97
H 1.52 1.10 -2.53
H 0.28 1.82 -3.55
H 1.85 2.64 -3.41
H 1.61 -1.52 -3.34
H 0.52 -2.25 -4.51
H -0.08 -1.01 -3.35
C -5.06 3.55 -4.79
C -4.61 2.84 -3.57
O -4.80 3.22 -2.46
N -3.98 1.45 -3.77
H -4.64 0.67 -3.70
H -3.61 1.44 -4.71
C -2.82 1.28 -2.79
H -4.20 4.06 -5.24
H -5.88 4.21 -4.53
H -5.53 2.85 -5.49
H -3.24 1.29 -1.78
H -2.13 2.11 -2.77
H -2.37 0.31 -2.95
C 3.20 -3.17 2.62
C 3.59 -3.71 1.24
C 2.71 -4.88 0.85
N 2.67 -5.13 -0.62
C 4.04 -5.55 -1.16
C 1.86 -6.40 -0.91
C 1.17 -6.20 -2.24
C 0.99 -4.68 -2.38
C 2.05 -4.05 -1.52
H 2.16 -2.86 2.62
H 3.81 -2.29 2.83
H 3.44 -3.94 3.36
H 4.65 -3.98 1.23
H 3.45 -2.90 0.50
H 1.64 -4.72 1.07
H 2.86 -5.74 1.50
H 4.72 -4.71 -0.99
H 4.07 -5.66 -2.24
H 4.33 -6.40 -0.57
H 2.34 -7.35 -0.70
H 0.98 -6.41 -0.25
H 1.74 -6.60 -3.08
H 0.22 -6.72 -2.38
H 1.00 -4.42 -3.43
H -0.02 -4.43 -2.05
H 2.94 -3.68 -2.02
H 1.65 -3.26 -0.88
C -1.20 3.22 0.25
C -2.61 3.84 0.12
C -2.58 5.35 -0.08
N -3.88 6.07 0.26
C -5.01 5.43 -0.48
C -3.72 7.57 -0.09
C -3.01 8.07 1.14
C -3.67 7.37 2.32
C -4.25 6.08 1.76
H -1.13 2.17 -0.04
H -0.84 3.16 1.28
H -0.43 3.73 -0.33
H -3.28 3.65 0.97
H -2.94 3.28 -0.75
H -2.40 5.61 -1.12
H -1.91 5.78 0.66
H -5.96 5.81 -0.14
H -5.00 4.40 -0.13
H -4.85 5.46 -1.55
H -4.68 8.07 -0.24
H -3.15 7.55 -1.01
H -3.09 9.14 1.31
H -1.96 7.81 1.02
H -4.42 8.07 2.70
H -2.94 7.42 3.13
H -5.33 6.20 1.78
H -4.00 5.14 2.25
C 1.41 0.25 4.31
C -0.09 -0.04 4.60
C -0.90 1.24 4.35
N -2.41 1.09 4.54
C -2.92 0.30 3.35
C -3.18 2.40 4.58
C -4.52 2.14 5.29
C -4.29 0.87 6.15
C -2.92 0.33 5.80
H 1.89 -0.72 4.43
H 1.78 1.01 5.00
H 1.55 0.64 3.30
H -0.26 -0.51 5.56
H -0.33 -0.71 3.77
H -0.81 1.55 3.31
H -0.67 2.10 4.98
H -3.08 0.92 2.47
H -3.84 -0.15 3.70
H -2.20 -0.43 3.00
H -3.19 2.75 3.55
H -2.63 3.05 5.26
H -5.33 1.89 4.60
H -4.95 2.95 5.87
H -5.19 0.27 6.09
H -4.15 1.12 7.21
H -2.86 -0.75 5.72
H -2.14 0.70 6.48
C 9.12 3.22 -0.30
C 8.45 1.86 0.02
C 7.40 1.92 1.12
N 6.30 0.87 1.00
C 6.90 -0.51 1.07
C 5.49 1.03 -0.27
C 4.15 1.79 0.04
C 4.24 1.97 1.54
C 5.24 1.03 2.10
H 9.48 3.70 0.62
H 8.51 3.97 -0.81
H 10.08 3.06 -0.78
H 9.28 1.23 0.35
H 8.11 1.41 -0.91
H 6.83 2.84 0.94
H 7.70 1.99 2.16
H 7.23 -0.72 2.09
H 7.69 -0.68 0.35
H 6.10 -1.23 0.91
H 5.25 0.13 -0.82
H 6.09 1.59 -1.00
H 3.42 1.07 -0.31
H 4.09 2.72 -0.53
H 3.22 1.90 1.92
H 4.49 2.99 1.85
H 4.82 0.03 2.25
H 5.73 1.39 3.00
C -1.78 -5.32 0.88
F -0.48 -5.64 1.02
F -2.28 -5.30 2.11
F -1.81 -4.08 0.34
S -2.65 -6.65 -0.18
O -2.42 -7.87 0.53
O -4.04 -6.19 -0.29
O -1.95 -6.66 -1.47
P 0.03 -0.75 -0.01
F 0.56 -1.76 1.13
F -1.42 -0.45 0.72
F 0.54 0.49 0.89
F -0.38 0.30 -1.24
F 1.51 -0.88 -0.69
F -0.54 -1.96 -0.86
*
```


No. 2
CH3BrO2P | wB97M-V/def2-TZVPD

Results
- energy above the lowest of the compared OMol25 structures with the same formula, charge and spin (kcal/mol) = 100.61
- orbital gap (hartree) = 0.28627

ORCA input file:
```
! RIJCOSX wB97M-V def2-TZVPD def2/J DEFGRID3
* xyz -1 1
C 0.02 0.81 -0.64
O -0.12 -2.65 -0.48
O -1.35 -0.25 1.43
P -0.28 -0.70 0.51
Br 1.59 -0.45 1.66
H -0.73 0.78 -1.59
H -0.14 1.65 0.08
H 1.00 0.81 -0.97
*
```


No. 3
C3H9NO4S2 | wB97M-V/def2-TZVPD

Results
- energy above the lowest of the compared OMol25 structures with the same formula, charge and spin (kcal/mol) = 0.00
- orbital gap (hartree) = 0.33405

ORCA input file:
```
! RIJCOSX wB97M-V def2-TZVPD def2/J DEFGRID3
* xyz 0 1
O 4.09 1.89 -0.81
S 2.68 1.76 -0.70
O 2.22 0.50 -0.25
O 2.17 2.86 0.26
O 2.02 2.05 -2.10
H 1.26 2.62 0.62
H 1.56 2.86 -2.11
C -0.97 -1.75 0.75
C -0.04 -0.49 0.87
C -0.60 0.65 0.11
N -0.88 0.42 -1.17
S -0.81 2.08 0.89
H -0.52 -2.54 1.43
H -2.06 -1.58 1.08
H -0.87 -2.07 -0.19
H -0.11 -0.12 1.87
H 1.01 -0.59 0.55
H -0.66 -0.37 -1.66
H -1.30 1.13 -1.70
*
```


No. 4
C5H10O2 | wB97M-V/def2-TZVPD

Results
- energy above the lowest of the compared OMol25 structures with the same formula, charge and spin (kcal/mol) = 60.50
- orbital gap (hartree) = 0.37615

ORCA input file:
```
! RIJCOSX wB97M-V def2-TZVPD def2/J DEFGRID3
* xyz 0 1
C 1.67 -0.14 0.55
C 0.51 -0.68 -0.26
O 0.92 -1.30 -1.44
C -0.73 0.16 -0.50
C -0.68 1.64 -0.16
C -1.67 -0.63 0.46
O -2.60 -1.33 0.04
H 1.59 -0.46 1.59
H 2.63 -0.50 0.16
H 1.73 0.95 0.58
H -0.09 -1.52 0.46
H 1.56 -2.00 -1.23
H -1.11 0.00 -1.52
H -1.67 2.08 -0.32
H 0.05 2.17 -0.78
H -0.43 1.81 0.89
H -1.67 -0.23 1.49
*
```